The following is a quantum chemistry calculation of a molecular structure, C58H63BrN2O13P2SSiW at a distorted geometry, from the Open Molecules 2025 dataset.

Properties
**Expectation value of S²**: 2.032
**Largest force on an atom**: 0.045 Eh/bohr
**E_HOMO (alpha / beta)**: -1.5139 / -1.8111 eV
**HOMO-LUMO gap (alpha / beta)**: 4.5 / 4.8 eV
**Lowest unoccupied orbital energy (alpha / beta)**: 3.0 / 3.0 eV
**Net charge**: -2
**Spin multiplicity**: 3
**Relative energy (zero: lowest compared OMol25 entry of this formula, charge and spin)**: 0.00 kcal/mol

Cartesian coordinates (Å):
W -0.700 0.945 0.019
C 4.721 -1.723 1.683
C 4.552 -2.979 0.841
C 3.625 -3.980 1.520
O 4.118 -2.665 -0.483
P 2.741 -1.896 -0.903
O 1.774 -1.872 0.202
C 3.423 -0.376 -1.623
P 2.174 1.046 -2.006
O 1.312 0.793 -0.805
O 1.703 0.477 -3.431
C 2.195 0.768 -4.741
C 3.626 0.269 -4.899
C 2.070 2.238 -5.128
O 3.481 2.031 -2.027
C 3.595 3.452 -1.923
C 3.422 3.884 -0.472
C 4.963 3.837 -2.467
O 2.337 -2.795 -2.165
C 1.967 -4.168 -1.878
C 0.788 -4.594 -2.735
C 3.157 -5.090 -2.132
H 5.117 -1.984 2.665
H 3.752 -1.241 1.799
H 5.408 -1.031 1.193
H 5.534 -3.446 0.681
H 2.652 -3.518 1.674
H 4.035 -4.285 2.484
H 3.502 -4.865 0.895
H 4.058 -0.694 -2.447
H 4.058 0.007 -0.822
H 1.548 0.183 -5.400
H 4.260 0.749 -4.154
H 3.996 0.509 -5.896
H 3.655 -0.812 -4.762
H 2.881 2.821 -4.686
H 1.124 2.630 -4.766
H 2.110 2.340 -6.213
H 2.827 3.924 -2.533
H 4.282 3.575 0.122
H 2.536 3.410 -0.051
H 3.303 4.967 -0.408
H 5.747 3.451 -1.815
H 5.040 4.923 -2.515
H 5.109 3.425 -3.465
H 1.672 -4.223 -0.825
H 1.091 -4.673 -3.778
H -0.012 -3.871 -2.629
H 0.425 -5.562 -2.388
H 3.464 -5.014 -3.176
H 2.864 -6.120 -1.925
H 4.003 -4.824 -1.504
O 1.100 2.596 -2.437
C 0.498 3.330 -1.579
N -0.062 2.896 -0.447
C -0.559 4.000 0.260
O -1.117 3.852 1.318
C -0.249 5.214 -0.501
C -0.447 6.560 -0.262
C -0.011 7.468 -1.214
C 0.612 7.038 -2.385
C 0.825 5.691 -2.625
C 0.398 4.779 -1.671
H -0.929 6.889 0.649
H -0.163 8.528 -1.060
H 0.930 7.772 -3.114
H 1.308 5.356 -3.535
C 2.428 1.343 2.125
Si 0.533 0.865 2.283
C 0.630 -0.880 3.161
C 0.268 1.837 3.978
C -0.750 2.766 4.199
C -0.941 3.368 5.438
C -0.105 3.066 6.501
C 0.934 2.167 6.301
C 1.109 1.568 5.063
H 3.062 0.880 2.882
H 2.551 2.426 2.219
H 2.803 1.049 1.142
H 1.589 -1.061 3.653
H 0.461 -1.685 2.447
H -0.141 -0.964 3.929
H -1.399 3.041 3.384
H -1.750 4.077 5.571
H -0.258 3.520 7.473
H 1.608 1.930 7.118
H 1.926 0.867 4.940
O -4.759 2.038 6.690
C -5.321 2.703 5.643
O -6.261 3.430 5.865
C -4.732 2.479 4.315
C -5.152 3.299 3.259
C -4.653 3.137 1.989
C -3.699 2.142 1.709
S -3.144 1.931 0.081
C -3.285 1.315 2.763
C -3.788 1.482 4.034
H -3.985 1.547 6.391
H -5.876 4.073 3.482
H -4.974 3.779 1.179
H -2.563 0.535 2.554
H -3.439 0.799 4.803
C -1.754 -0.847 0.488
C -2.459 -1.870 0.785
C -3.016 -3.069 1.025
C -2.445 -3.844 2.142
C -2.053 -3.197 3.320
C -1.405 -3.886 4.330
C -1.133 -5.240 4.196
C -1.511 -5.894 3.032
C -2.162 -5.210 2.019
C -4.039 -3.613 0.129
C -4.179 -3.124 -1.179
C -5.099 -3.672 -2.052
C -5.917 -4.721 -1.646
C -5.810 -5.199 -0.348
C -4.891 -4.650 0.531
H -2.252 -2.139 3.424
H -1.099 -3.361 5.227
H -0.626 -5.779 4.987
H -1.272 -6.944 2.902
H -2.417 -5.721 1.100
H -3.535 -2.315 -1.504
H -5.166 -3.290 -3.064
H -6.631 -5.159 -2.333
H -6.447 -6.010 -0.011
H -4.830 -5.021 1.546
Br 0.345 -2.380 -6.011
C -1.229 -1.691 -5.191
C -2.455 -2.219 -5.559
N -3.595 -1.723 -5.096
C -3.536 -0.687 -4.262
C -2.348 -0.114 -3.827
C -1.154 -0.646 -4.293
C -2.362 1.103 -2.915
O -3.270 1.907 -3.080
O -1.396 1.209 -2.075
H -2.527 -3.047 -6.255
H -4.484 -0.293 -3.916
H -0.219 -0.239 -3.947
O -0.883 -1.667 -1.664
C -0.884 -0.929 -0.717